1) Molecular formula: C4H12
Method: DFT, ωB97M-V/def2-TZVPD

```
16
C4H12 | the OMol25 dataset | ωB97M-V/def2-TZVPD
C -0.13 1.57 -0.70
C 0.97 2.60 -0.61
H -0.87 1.84 -1.46
H 0.18 0.59 -1.06
H -0.66 1.42 0.23
H 1.91 2.19 -0.25
H 0.73 3.43 0.06
H 1.24 3.00 -1.60
C 0.25 -2.16 1.00
C -1.11 -1.97 0.36
H 0.43 -3.22 1.22
H 1.06 -1.88 0.30
H 0.45 -1.56 1.88
H -1.38 -0.91 0.24
H -1.88 -2.45 0.97
H -1.19 -2.49 -0.59
```

**LUMO**: 0.04205 Ha
**HOMO level**: -11.64 eV
**SMILES string**: CC.CC
**Gap between HOMO and LUMO**: 12.780 eV
**Molecular weight**: 60.1 g/mol

Partial charges, Löwdin, in e: -0.1865, -0.1745, 0.0654, 0.0548, 0.0582, 0.0564, 0.0649, 0.0658, -0.1766, -0.1744, 0.0615, 0.0612, 0.0569, 0.0418, 0.0614, 0.0639

2) Molecular formula: C4H12
Method: DFT, ωB97M-V/def2-TZVPD

```
16
C4H12 | the OMol25 dataset | ωB97M-V/def2-TZVPD
C -2.27 -0.92 0.42
C -0.96 -1.15 1.13
H -2.17 0.03 -0.17
H -2.77 -1.88 0.02
H -3.01 -0.55 1.25
H -0.22 -0.44 0.80
H -0.99 -1.27 2.24
H -0.60 -2.08 0.88
C 1.42 1.85 -0.87
C 1.85 0.22 -0.71
H 0.62 2.08 -0.12
H 2.32 2.48 -0.78
H 0.82 2.15 -1.80
H 2.74 -0.04 -1.26
H 2.04 -0.06 0.22
H 1.06 -0.45 -1.14
```

**LUMO**: 0.04113 Ha
**HOMO level**: -11.12 eV
**SMILES string**: CC.CC
**Gap between HOMO and LUMO**: 12.241 eV
**Molecular weight**: 60.1 g/mol

Partial charges, Löwdin, in e: -0.1827, -0.2007, 0.0705, 0.0895, 0.0807, 0.0258, 0.0843, 0.0289, -0.1150, -0.1206, 0.0382, 0.0450, 0.0650, 0.0444, -0.0165, 0.0632

3) Molecular formula: C4H12
Method: DFT, ωB97M-V/def2-TZVPD

```
16
C4H12 | the OMol25 dataset | ωB97M-V/def2-TZVPD
C -2.09 -0.60 1.01
C -0.88 -1.59 0.70
H -3.00 -1.22 0.98
H -1.97 -0.17 1.99
H -2.10 0.19 0.27
H -0.91 -1.60 -0.42
H -1.25 -2.61 0.77
H -0.02 -1.46 1.35
C 1.62 1.23 -0.10
C 1.40 0.96 -1.59
H 1.88 2.30 -0.04
H 0.58 1.22 0.28
H 2.33 0.67 0.48
H 2.25 0.48 -2.04
H 1.23 1.91 -2.12
H 0.47 0.44 -1.89
```

**LUMO**: 0.04265 Ha
**HOMO level**: -11.28 eV
**SMILES string**: CC.CC
**Gap between HOMO and LUMO**: 12.439 eV
**Molecular weight**: 60.1 g/mol

Partial charges, Löwdin, in e: -0.1558, -0.1583, 0.0608, 0.0410, 0.0483, 0.0661, 0.0400, 0.0571, -0.1638, -0.1777, 0.0634, 0.0512, 0.0577, 0.0478, 0.0640, 0.0580

4) Molecular formula: C4H12
Method: DFT, ωB97M-V/def2-TZVPD

```
16
C4H12 | the OMol25 dataset | ωB97M-V/def2-TZVPD
C -0.05 -2.03 0.24
C 0.13 -1.76 -1.29
H -0.81 -1.39 0.67
H -0.24 -3.08 0.49
H 0.89 -1.84 0.76
H -0.75 -1.19 -1.58
H 0.14 -2.72 -1.79
H 1.03 -1.18 -1.50
C 0.56 2.39 0.28
C -0.63 1.47 0.73
H 1.17 2.60 1.16
H 1.11 1.77 -0.42
H 0.23 3.31 -0.18
H -0.55 1.24 1.79
H -0.64 0.54 0.17
H -1.60 1.89 0.47
```

**LUMO**: 0.04385 Ha
**HOMO level**: -11.68 eV
**SMILES string**: CC.CC
**Gap between HOMO and LUMO**: 12.877 eV
**Molecular weight**: 60.1 g/mol

Partial charges, Löwdin, in e: -0.1714, -0.1538, 0.0352, 0.0580, 0.0596, 0.0555, 0.0558, 0.0560, -0.1366, -0.1485, 0.0541, 0.0500, 0.0541, 0.0602, 0.0102, 0.0616

Verdict on stability: 1) comes out on top.

1) Molecular formula: C4H12
Method: DFT, ωB97M-V/def2-TZVPD

```
16
C4H12 | the OMol25 dataset | ωB97M-V/def2-TZVPD
C -0.07 -1.69 0.56
C 0.92 -2.86 0.34
H -0.30 -0.75 -0.32
H -1.05 -2.16 0.46
H -0.04 -1.00 1.30
H 1.93 -2.78 0.94
H 1.01 -3.15 -0.71
H 0.44 -3.77 0.62
C -0.64 1.57 -0.38
C -0.18 2.99 -0.53
H 0.23 0.74 -0.48
H -0.86 1.38 0.71
H -1.63 1.33 -0.81
H -0.23 3.41 -1.56
H -0.57 3.61 0.28
H 0.90 3.12 -0.38
```

**LUMO**: 0.04061 Ha
**HOMO level**: -10.16 eV
**SMILES string**: CC.CC
**Gap between HOMO and LUMO**: 11.266 eV
**Molecular weight**: 60.1 g/mol

Partial charges, Löwdin, in e: -0.1699, -0.1686, 0.0944, 0.0564, -0.0054, 0.1037, 0.0573, 0.0283, -0.2129, -0.1959, 0.0809, 0.0688, 0.0706, 0.0742, 0.0624, 0.0559

2) Molecular formula: C4H12
Method: DFT, ωB97M-V/def2-TZVPD

```
16
C4H12 | the OMol25 dataset | ωB97M-V/def2-TZVPD
C 2.52 3.81 -0.14
C 3.51 3.81 -1.31
H 1.73 4.57 -0.24
H 3.00 3.89 0.86
H 1.87 3.09 -0.06
H 4.40 4.29 -1.07
H 3.59 2.91 -1.83
H 2.85 4.50 -1.93
C -3.48 -4.14 1.19
C -2.40 -3.49 0.26
H -3.58 -5.12 0.77
H -4.47 -3.51 1.24
H -3.10 -4.37 2.27
H -2.56 -3.71 -0.77
H -2.42 -2.48 0.33
H -1.45 -4.04 0.42
```

**LUMO**: 0.04637 Ha
**HOMO level**: -11.18 eV
**SMILES string**: CC.CC
**Gap between HOMO and LUMO**: 12.445 eV
**Molecular weight**: 60.1 g/mol

Partial charges, Löwdin, in e: -0.1721, -0.1310, 0.0717, 0.0775, -0.0095, 0.0382, 0.0377, 0.0873, -0.1746, -0.1692, 0.0337, 0.0936, 0.0800, 0.0424, 0.0172, 0.0769

3) Molecular formula: C4H12
Method: DFT, ωB97M-V/def2-TZVPD

```
16
C4H12 | the OMol25 dataset | ωB97M-V/def2-TZVPD
C 0.74 -1.55 1.38
C 1.45 -1.83 0.04
H 0.62 -0.47 1.42
H -0.18 -2.11 1.45
H 1.43 -1.73 2.20
H 0.80 -1.72 -0.83
H 2.32 -1.19 -0.10
H 1.84 -2.85 0.01
C -0.80 2.34 -0.90
C -1.40 1.00 -0.49
H -1.59 2.96 -1.34
H -0.37 2.91 -0.07
H -0.05 2.27 -1.69
H -1.84 1.03 0.51
H -0.70 0.16 -0.49
H -2.27 0.79 -1.11
```

**LUMO**: 0.04190 Ha
**HOMO level**: -11.69 eV
**SMILES string**: CC.CC
**Gap between HOMO and LUMO**: 12.830 eV
**Molecular weight**: 60.1 g/mol

Partial charges, Löwdin, in e: -0.1663, -0.1804, 0.0465, 0.0646, 0.0616, 0.0494, 0.0643, 0.0563, -0.1693, -0.1653, 0.0586, 0.0599, 0.0608, 0.0639, 0.0336, 0.0619

4) Molecular formula: C4H12
Method: DFT, ωB97M-V/def2-TZVPD

```
16
C4H12 | the OMol25 dataset | ωB97M-V/def2-TZVPD
C -1.87 -0.84 0.36
C -1.98 -0.54 1.87
H -2.11 -0.02 -0.25
H -0.95 -1.29 0.03
H -2.55 -1.61 -0.01
H -1.74 -1.33 2.54
H -2.94 -0.13 2.20
H -1.19 0.19 2.14
C 1.60 0.35 -0.54
C 2.22 1.04 -1.70
H 1.05 -0.57 -0.85
H 2.27 0.01 0.25
H 0.87 0.98 -0.05
H 2.84 1.87 -1.41
H 1.57 1.50 -2.47
H 2.91 0.37 -2.11
```

**LUMO**: 0.04281 Ha
**HOMO level**: -11.46 eV
**SMILES string**: CC.CC
**Gap between HOMO and LUMO**: 12.626 eV
**Molecular weight**: 60.1 g/mol

Partial charges, Löwdin, in e: -0.1623, -0.1508, 0.0407, 0.0407, 0.0599, 0.0447, 0.0620, 0.0624, -0.1842, -0.1785, 0.0613, 0.0698, 0.0548, 0.0581, 0.0808, 0.0406

Verdict on stability: 3) comes out on top.

1) Molecular formula: C4H12
Method: DFT, ωB97M-V/def2-TZVPD

```
16
C4H12 | the OMol25 dataset | ωB97M-V/def2-TZVPD
C 0.42 2.10 -1.10
C 0.02 1.08 -2.19
H 0.91 1.57 -0.28
H 1.26 2.66 -1.51
H -0.48 2.61 -0.76
H -0.76 0.37 -1.92
H 0.92 0.59 -2.57
H -0.33 1.60 -3.06
C -0.12 -0.87 1.89
C -0.33 -2.28 1.38
H -1.03 -0.34 2.17
H 0.34 -0.78 2.89
H 0.46 -0.29 1.18
H 0.07 -3.05 2.05
H -1.38 -2.54 1.24
H 0.21 -2.53 0.46
```

**LUMO**: 0.04202 Ha
**HOMO level**: -11.46 eV
**SMILES string**: CC.CC
**Gap between HOMO and LUMO**: 12.601 eV
**Molecular weight**: 60.1 g/mol

Partial charges, Löwdin, in e: -0.1606, -0.1769, 0.0414, 0.0618, 0.0652, 0.0599, 0.0617, 0.0463, -0.1689, -0.1735, 0.0605, 0.0636, 0.0400, 0.0576, 0.0609, 0.0610

2) Molecular formula: C4H12
Method: DFT, ωB97M-V/def2-TZVPD

```
16
C4H12 | the OMol25 dataset | ωB97M-V/def2-TZVPD
C 2.43 0.15 -0.52
C 1.63 -0.88 -1.32
H 1.71 0.77 0.02
H 3.08 -0.30 0.20
H 2.98 0.80 -1.20
H 2.32 -1.61 -1.62
H 1.12 -0.43 -2.17
H 0.97 -1.39 -0.62
C -1.78 0.75 0.29
C -2.27 -0.08 1.48
H -1.93 0.29 -0.67
H -2.20 1.76 0.37
H -0.73 1.01 0.48
H -2.21 0.50 2.40
H -1.79 -1.02 1.52
H -3.33 -0.31 1.39
```

**LUMO**: 0.04233 Ha
**HOMO level**: -11.57 eV
**SMILES string**: CC.CC
**Gap between HOMO and LUMO**: 12.723 eV
**Molecular weight**: 60.1 g/mol

Partial charges, Löwdin, in e: -0.1638, -0.1633, 0.0433, 0.0536, 0.0628, 0.0395, 0.0642, 0.0600, -0.1646, -0.1667, 0.0602, 0.0615, 0.0474, 0.0656, 0.0394, 0.0608

Verdict on stability: 2) comes out on top.

1) Molecular formula: C4H12
Method: DFT, ωB97M-V/def2-TZVPD

```
16
C4H12 | the OMol25 dataset | ωB97M-V/def2-TZVPD
C 1.91 -0.36 0.03
C 2.64 -1.63 -0.37
H 1.38 -0.59 0.98
H 2.56 0.45 0.36
H 1.00 -0.17 -0.52
H 3.10 -1.63 -1.35
H 1.93 -2.45 -0.44
H 3.30 -2.00 0.42
C -2.65 1.04 0.80
C -1.88 0.96 -0.51
H -3.58 0.47 0.80
H -2.08 0.65 1.64
H -3.04 2.05 0.97
H -2.55 1.08 -1.37
H -1.45 -0.03 -0.67
H -1.07 1.68 -0.51
```

**LUMO**: 0.04077 Ha
**HOMO level**: -11.40 eV
**SMILES string**: CC.CC
**Gap between HOMO and LUMO**: 12.514 eV
**Molecular weight**: 60.1 g/mol

Partial charges, Löwdin, in e: -0.1750, -0.1799, 0.0668, 0.0655, 0.0399, 0.0577, 0.0609, 0.0626, -0.1776, -0.1802, 0.0606, 0.0594, 0.0628, 0.0635, 0.0516, 0.0613

2) Molecular formula: C4H12
Method: DFT, ωB97M-V/def2-TZVPD

```
16
C4H12 | the OMol25 dataset | ωB97M-V/def2-TZVPD
C 0.19 -1.71 0.34
C 1.45 -1.66 -0.55
H 0.12 -0.87 1.11
H -0.62 -1.60 -0.42
H 0.07 -2.76 0.88
H 2.38 -1.65 0.15
H 1.41 -0.66 -1.05
H 1.48 -2.47 -1.21
C -0.11 1.95 0.16
C -1.60 1.47 0.03
H 0.60 1.48 -0.46
H 0.08 2.88 -0.16
H 0.39 1.85 1.21
H -1.48 0.41 -0.36
H -2.21 1.93 -0.73
H -2.14 1.40 1.06
```

**LUMO**: 0.04211 Ha
**HOMO level**: -11.25 eV
**SMILES string**: CC.CC
**Gap between HOMO and LUMO**: 12.399 eV
**Molecular weight**: 60.1 g/mol

Partial charges, Löwdin, in e: -0.2018, -0.1831, 0.0677, 0.0489, 0.0951, 0.0904, 0.0587, 0.0311, -0.1638, -0.1392, 0.0144, 0.0049, 0.1024, 0.0386, 0.0400, 0.0956

Verdict on stability: 1) comes out on top.

1) Molecular formula: C4H12
Method: DFT, ωB97M-V/def2-TZVPD

```
16
C4H12 | the OMol25 dataset | ωB97M-V/def2-TZVPD
C 1.32 -1.63 0.76
C 0.24 -1.93 -0.32
H 1.69 -0.61 0.73
H 0.72 -1.76 1.67
H 2.27 -2.17 0.79
H -0.68 -1.49 0.06
H -0.02 -2.95 -0.58
H 0.56 -1.36 -1.19
C -1.48 1.99 -0.32
C -0.06 1.48 -0.11
H -1.79 1.85 -1.36
H -2.20 1.40 0.24
H -1.59 3.06 -0.16
H 0.10 0.93 0.81
H 0.61 2.34 -0.13
H 0.33 0.85 -0.91
```

**LUMO**: 0.04247 Ha
**HOMO level**: -11.50 eV
**SMILES string**: CC.CC
**Gap between HOMO and LUMO**: 12.657 eV
**Molecular weight**: 60.1 g/mol

Partial charges, Löwdin, in e: -0.1651, -0.1618, 0.0418, 0.0610, 0.0579, 0.0552, 0.0597, 0.0465, -0.1594, -0.1760, 0.0620, 0.0596, 0.0572, 0.0493, 0.0659, 0.0462

2) Molecular formula: C4H12
Method: DFT, ωB97M-V/def2-TZVPD

```
16
C4H12 | the OMol25 dataset | ωB97M-V/def2-TZVPD
C -1.05 1.59 -1.53
C 0.32 0.97 -1.73
H -1.22 1.98 -0.54
H -1.20 2.39 -2.28
H -1.84 0.87 -1.76
H 0.43 -0.04 -1.34
H 1.07 1.67 -1.36
H 0.57 0.85 -2.78
C 0.65 -1.98 1.56
C 0.08 -0.58 1.79
H 0.36 -2.32 0.57
H 1.74 -2.03 1.62
H 0.28 -2.69 2.30
H 0.32 0.05 0.94
H -1.00 -0.67 1.87
H 0.50 -0.06 2.65
```

**LUMO**: 0.04253 Ha
**HOMO level**: -11.68 eV
**SMILES string**: CC.CC
**Gap between HOMO and LUMO**: 12.839 eV
**Molecular weight**: 60.1 g/mol

Partial charges, Löwdin, in e: -0.1761, -0.1840, 0.0575, 0.0659, 0.0618, 0.0501, 0.0640, 0.0605, -0.1698, -0.1637, 0.0554, 0.0605, 0.0613, 0.0315, 0.0637, 0.0613

Verdict on stability: 2) comes out on top.